DFT (ωB97M-V/def2-TZVPD) results for a molecular structure, C4H6I2 at a distorted geometry.

Output
E in eV: -20443.882
Orbital gap in Ha: 0.3150
ΔE to the lowest compared entry with this formula, charge and spin in kJ/mol: 136.1
Highest occupied orbital energy in eV: -8.218
Total charge: 0
Molecular weight in g mol⁻¹: 307.900

The geometry in XYZ format:
```
12
Properties=species:S:1:pos:R:3:forces:R:3
I -1.178612 2.528143 0.419464 -0.049 0.641 -0.114
I 2.251536 -0.159825 -1.801930 1.004 -0.748 -0.146
C 0.339165 0.461475 -1.335459 -1.738 1.721 -0.422
C 0.568303 0.247944 1.272943 0.621 -2.710 -2.058
C -0.005517 0.864721 0.059327 -1.550 -1.828 -2.277
C -0.919633 -0.357731 -1.216173 0.316 0.540 2.182
H -1.916879 -0.059612 -1.679595 1.775 0.041 0.672
H 1.414500 0.703133 1.701116 1.199 1.155 0.145
H 0.929895 -0.795659 0.974149 -0.616 1.144 0.657
H -0.964355 -1.360336 -0.718904 0.527 1.081 -0.602
H 0.195917 1.307337 -2.034267 -0.135 -0.560 0.417
H -0.160586 0.213783 2.008657 -1.354 -0.478 1.545
```
Positions in Å, forces in eV/Å.